Arrangement w

H35O17 | the ωB97M-V functional and the def2-TZVPD basis

Element x y z (Å)
O (-0.189, 0.758, -0.218)
H (1.193, 3.492, 3.773)
H (-0.647, 0.703, -1.078)
O (0.515, 0.348, 3.885)
H (0.592, -0.520, -3.352)
H (-1.583, -1.894, 2.720)
O (2.878, -1.410, -2.412)
H (2.816, -2.254, -2.749)
H (1.441, -3.535, -0.778)
O (2.369, 0.568, 1.833)
H (2.280, -0.617, 1.576)
H (-0.788, -3.750, -3.536)
O (1.235, -3.502, 0.229)
H (-1.133, 3.491, -0.359)
O (-2.484, 0.196, -2.152)
H (-1.805, -0.516, -2.508)
H (3.179, 2.628, 0.690)
O (-0.128, -1.370, 0.881)
H (-3.194, -0.218, -1.733)
H (0.365, 1.970, -3.822)
O (-0.378, 3.632, 0.116)
H (-0.308, 1.710, 0.138)
H (-0.094, 4.585, -0.030)
O (-0.204, 0.078, -3.197)
H (-2.666, -1.135, 3.587)
H (-0.349, 0.740, -4.014)
O (2.703, 2.275, -0.060)
H (-2.849, 1.020, 0.440)
H (1.856, 2.756, 0.011)
O (2.515, -1.983, 1.677)
H (-3.938, -1.311, -0.509)
H (0.364, 2.836, 2.754)
O (0.147, 2.674, -4.369)
H (2.513, -2.373, 2.574)
H (0.267, 3.529, -3.956)
O (-3.391, -2.086, -0.282)
H (-2.581, -2.028, -0.750)
H (0.371, -0.596, 0.544)
O (0.514, 3.693, 3.103)
H (-0.765, -0.986, 1.490)
H (1.046, 0.105, 4.684)
O (-1.220, -3.179, -4.253)
H (3.325, -1.100, -1.666)
H (-0.342, 0.523, 4.223)
O (-1.995, -1.015, 2.907)
H (1.763, 0.802, 2.742)
H (1.971, 1.244, 0.985)
O (-2.430, 0.487, 1.127)
H (-3.146, -0.112, 1.502)
H (0.355, -3.063, 0.609)
H (2.154, -2.637, 0.912)
H (-2.119, -3.649, -3.930)

Values from the calculation:
Frontier orbital gap (Ha): 0.388
E_HOMO (eV): -13.5
M (g mol⁻¹): 307.3
Charge: +1

These are the natural (NBO) partial charges, in e, on atoms 1 to 6: -1.01 0.46 0.53 -0.96 0.51 0.49

---

Arrangement x

H35O17 | the ωB97M-V functional and the def2-TZVPD basis

Element x y z (Å)
O (2.350, -0.365, -1.672)
H (2.348, -1.443, -1.507)
H (3.261, 0.101, -1.712)
O (3.557, 1.971, -1.540)
H (1.592, -1.064, 1.583)
H (4.257, 2.517, -1.867)
O (-1.846, 0.055, -0.261)
H (-2.228, -0.532, -0.881)
H (-2.152, 0.909, -0.286)
O (-2.890, 2.433, 0.595)
H (-2.089, 2.624, 0.880)
H (-0.300, 4.454, -2.211)
O (-1.045, -2.778, -1.434)
H (-3.161, 0.314, -4.544)
O (0.761, 2.982, 1.737)
H (1.477, 2.526, 2.253)
H (0.951, 3.907, 1.865)
O (3.924, 1.218, 2.438)
H (3.517, 0.665, 1.826)
H (4.643, 0.952, 3.004)
O (-2.826, -0.417, -3.958)
H (-0.612, -3.590, -1.355)
H (-2.849, -1.235, -4.486)
O (-3.663, 0.570, 2.990)
H (-0.010, -0.107, 0.181)
H (-4.249, 1.210, 2.399)
O (-1.037, -0.264, 2.682)
H (-1.485, -0.095, 1.836)
H (-1.053, 0.669, 2.968)
O (-1.481, -3.140, 3.063)
H (-1.246, -3.455, 3.929)
H (-1.837, -2.192, 2.875)
O (1.897, -0.134, 1.431)
H (-0.282, -1.519, -0.475)
H (1.518, 0.444, 2.097)
O (0.267, 1.493, -3.705)
H (-0.494, 0.947, -3.607)
H (1.054, 1.139, -3.425)
O (2.068, -2.948, -1.208)
H (1.285, -3.006, -1.795)
H (1.743, -0.387, -0.769)
O (-0.596, 3.687, -1.728)
H (-0.383, 2.982, -2.406)
H (2.902, 2.573, -1.100)
O (0.334, -0.811, -0.353)
H (-3.394, 3.245, 0.727)
H (1.512, -2.788, -0.413)
O (0.599, -3.435, 1.372)
H (0.853, -4.350, 1.474)
H (-0.102, -3.313, 1.788)
H (-1.992, -3.011, -1.837)
H (-3.365, -0.207, 2.540)

Values from the calculation:
Frontier orbital gap (Ha): 0.386
E_HOMO (eV): -13.3
M (g mol⁻¹): 307.3
Charge: +1

These are the natural (NBO) partial charges, in e, on atoms 1 to 6: -0.91 0.53 0.58 -0.98 0.52 0.49

---

Most stable = arrangement x

---

Arrangement w

C5H13NSi | the ωB97M-V functional and the def2-TZVPD basis

Element x y z (Å)
C (-0.523, 2.849, -0.531)
C (0.389, 1.898, -0.463)
C (-0.565, 0.180, 2.140)
C (1.162, -2.482, -0.947)
C (-1.153, -0.355, 0.865)
N (1.250, -1.038, -0.804)
Si (-0.071, 0.047, -0.698)
H (-0.166, 3.825, -0.372)
H (-1.529, 2.673, -0.663)
H (1.477, 2.162, -0.235)
H (-0.695, 1.271, 2.048)
H (-1.289, 0.143, 2.949)
H (0.460, -0.185, 2.322)
H (0.162, -2.861, -1.297)
H (1.909, -2.843, -1.676)
H (1.366, -2.956, 0.075)
H (-2.122, 0.033, 0.681)
H (-1.187, -1.364, 0.993)
H (1.764, -0.633, -1.534)
H (-0.640, -0.363, -2.852)

Values from the calculation:
Frontier orbital gap (Ha): 0.329
E_HOMO (eV): -8.3
M (g mol⁻¹): 115.3
Charge: 0

These are the natural (NBO) partial charges, in e, on atoms 1 to 6: -0.35 -0.67 -0.63 -0.41 -0.85 -1.09

---

Arrangement x

C5H13NSi | the ωB97M-V functional and the def2-TZVPD basis

Element x y z (Å)
C (1.336, 3.261, 1.129)
C (0.068, 2.738, 0.579)
C (-1.922, -1.954, 0.730)
C (0.929, -3.287, -0.070)
C (-0.509, -0.883, -1.857)
N (1.317, 2.321, 0.057)
Si (-0.462, -2.168, -0.438)
H (1.323, 4.437, 0.920)
H (1.783, 2.834, 2.064)
H (-0.489, 1.938, 1.087)
H (-0.682, 3.374, 0.040)
H (-1.634, -1.464, 1.657)
H (-2.939, -1.601, 0.309)
H (-1.978, -3.032, 1.102)
H (0.701, -3.931, 0.701)
H (1.716, -3.428, -0.721)
H (1.723, 2.569, -0.860)
H (-0.655, 0.058, -1.201)
H (0.281, -0.839, -2.592)
H (-1.457, -1.009, -2.550)

Values from the calculation:
Frontier orbital gap (Ha): 0.308
E_HOMO (eV): -7.6
M (g mol⁻¹): 115.3
Charge: 0

These are the natural (NBO) partial charges, in e, on atoms 1 to 6: -0.26 -0.25 -1.16 -1.10 -1.13 -0.62

---

Arrangement y

C5H13NSi | the ωB97M-V functional and the def2-TZVPD basis

Element x y z (Å)
C (-2.477, -0.422, 0.093)
C (-1.634, 0.590, 0.326)
C (-1.825, -1.818, -0.173)
C (-1.943, 2.100, 0.161)
C (3.727, 1.324, -0.645)
N (2.625, -1.611, 0.025)
Si (3.326, -0.113, 0.382)
H (-3.607, -0.240, -0.145)
H (-2.447, -2.223, -0.881)
H (-0.811, -1.746, -0.454)
H (-1.921, -2.387, 0.673)
H (-2.019, 2.554, 1.189)
H (-1.158, 2.478, -0.313)
H (-2.797, 2.215, -0.377)
H (4.283, 2.017, -0.219)
H (-0.543, 0.559, 0.357)
H (3.725, 1.288, -1.767)
H (1.924, -2.118, 0.598)
H (2.983, -2.200, -0.742)
H (3.953, -0.281, 1.657)

Values from the calculation:
Frontier orbital gap (Ha): 0.311
E_HOMO (eV): -8.0
M (g mol⁻¹): 115.3
Charge: 0

These are the natural (NBO) partial charges, in e, on atoms 1 to 6: -0.20 -0.18 -0.62 -0.62 -1.11 -1.34

---

Most stable = arrangement w

---

Arrangement w

CH4N2O2 | the ωB97M-V functional and the def2-TZVPD basis

Element x y z (Å)
C (-1.650, 0.294, -0.026)
N (1.316, -0.700, 0.074)
N (0.948, 0.506, 0.161)
O (2.501, -1.069, -0.132)
O (1.534, 1.606, 0.090)
H (-1.850, -0.589, 0.400)
H (-1.147, 0.092, -1.000)
H (-2.126, 1.189, 0.298)
H (0.473, -1.329, 0.136)

Values from the calculation:
2S+1: 3
Frontier orbital gap (alpha / beta) (Ha): 0.325 / 0.261
E_HOMO (alpha / beta) (eV): -8.2 / -9.5
M (g mol⁻¹): 76.1
Charge: 0

These are the natural (NBO) partial charges, in e, on atoms 1 to 6: -0.52 0.02 0.14 -0.24 -0.27 0.14

---

Arrangement x

CH4N2O2 | the ωB97M-V functional and the def2-TZVPD basis

Element x y z (Å)
C (0.470, -0.643, 0.167)
N (-0.655, 0.417, 0.089)
N (1.832, 0.068, 0.015)
O (1.992, 1.172, 0.513)
O (2.702, -0.596, -0.548)
H (0.697, -1.071, 1.123)
H (0.338, -1.267, -0.615)
H (-0.556, 1.001, -0.666)
H (-0.919, 0.999, 0.907)

Values from the calculation:
2S+1: 3
Frontier orbital gap (alpha / beta) (Ha): 0.317 / 0.250
E_HOMO (alpha / beta) (eV): -7.6 / -10.1
M (g mol⁻¹): 76.1
Charge: 0

These are the natural (NBO) partial charges, in e, on atoms 1 to 6: -0.10 -0.83 0.20 -0.28 -0.15 0.21

---

Most stable = arrangement x

---

Arrangement w

C4H7FO | the ωB97M-V functional and the def2-TZVPD basis

Element x y z (Å)
C (2.088, -0.204, 0.327)
C (0.102, -0.845, -0.489)
C (-1.195, -0.370, -0.268)
C (-1.696, 1.046, -0.114)
H (3.081, 0.372, 0.130)
H (2.311, -1.318, 0.304)
H (1.700, 0.092, 1.281)
H (0.473, -1.838, -0.506)
H (-0.913, 1.904, 0.083)
H (-2.423, 1.388, -0.890)
H (-2.462, 0.989, 0.785)
O (1.198, -0.012, -0.707)
F (-2.263, -1.204, 0.064)

Values from the calculation:
Frontier orbital gap (Ha): 0.368
E_HOMO (eV): -9.1
M (g mol⁻¹): 90.1
Charge: 0

These are the natural (NBO) partial charges, in e, on atoms 1 to 6: -0.24 0.03 0.36 -0.70 0.20 0.16

---

Arrangement x

C4H7FO | the ωB97M-V functional and the def2-TZVPD basis

Element x y z (Å)
C (1.140, -0.560, 0.242)
C (0.124, 0.567, 0.328)
C (-0.933, 0.505, -0.646)
C (-2.084, -0.184, -0.130)
H (2.555, 0.776, -0.379)
H (0.397, -1.667, -0.141)
H (1.698, -0.972, 1.413)
H (-0.094, 0.225, 1.405)
H (-0.846, 0.816, -1.825)
H (-2.152, -0.678, 1.094)
H (-2.996, -0.359, -0.832)
O (2.421, -0.314, -0.626)
F (0.769, 1.845, 0.097)

Values from the calculation:
Frontier orbital gap (Ha): 0.385
E_HOMO (eV): -9.8
M (g mol⁻¹): 90.1
Charge: 0

These are the natural (NBO) partial charges, in e, on atoms 1 to 6: -0.10 0.06 -0.25 -0.39 0.48 0.22

---

Arrangement y

C4H7FO | the ωB97M-V functional and the def2-TZVPD basis

Element x y z (Å)
C (0.545, -1.951, -1.299)
C (0.728, 1.475, 0.775)
C (-0.042, -0.745, -1.129)
C (-0.453, 0.963, 1.096)
O (-1.669, 1.321, 0.585)
F (-0.516, 0.080, 2.048)
H (0.078, -2.839, -1.148)
H (1.637, -1.988, -1.591)
H (0.931, 2.402, 0.209)
H (1.497, 1.016, 1.276)
H (-0.891, -0.648, -0.538)
H (0.556, 0.149, -1.096)
H (-2.400, 0.764, 0.812)

Values from the calculation:
Frontier orbital gap (Ha): 0.360
E_HOMO (eV): -9.0
M (g mol⁻¹): 90.1
Charge: 0

These are the natural (NBO) partial charges, in e, on atoms 1 to 6: -0.37 -0.61 -0.39 0.69 -0.69 -0.31

---

Arrangement z

C4H7FO | the ωB97M-V functional and the def2-TZVPD basis

Element x y z (Å)
C (0.896, 1.098, -0.051)
C (0.010, -0.049, -0.314)
C (-1.344, 0.035, 0.257)
C (0.589, -1.291, 0.073)
H (1.130, 1.187, 1.030)
H (0.327, 2.050, -0.233)
H (1.847, 1.026, -0.539)
H (-0.101, -0.210, -1.411)
H (-1.764, 0.910, -0.220)
H (-1.307, -0.002, 1.294)
H (0.006, -2.216, 0.310)
O (1.809, -1.496, -0.012)
F (-2.099, -1.041, -0.184)

Values from the calculation:
Frontier orbital gap (Ha): 0.386
E_HOMO (eV): -9.8
M (g mol⁻¹): 90.1
Charge: 0

These are the natural (NBO) partial charges, in e, on atoms 1 to 6: -0.60 -0.39 0.07 0.42 0.21 0.21

---

Most stable = arrangement z